C75H199N14O28 | ωB97M-V with the def2-TZVPD basis set

Values from the calculation:
Total charge: +7
LUMO in eV: -12.09
E_tot in Ha: -5847.18274

Last column: Löwdin charge in e.
Cartesian coordinates (Å):
C (-3.02210, 3.45208, -6.59357)  -0.024
C (-1.94068, 2.59800, -5.89548)  -0.240
C (-2.51064, 1.35987, -5.10210)  -0.146
O (-3.18404, 0.54350, -6.09003)  -0.208
C (-2.56857, -0.72031, -6.50698)  -0.049
N (-1.01499, 2.07427, -7.03250)  0.229
H (-1.54394, 1.53117, -7.69985)  0.152
H (-0.51717, 2.85178, -7.44206)  0.156
H (-0.36048, 1.41452, -6.63699)  0.095
H (-2.47689, 4.26461, -7.07384)  0.070
H (-3.79586, 3.87401, -5.95220)  0.080
H (-3.64310, 2.96691, -7.34661)  0.099
H (-1.21349, 3.07123, -5.23566)  0.127
H (-3.25762, 1.66715, -4.37018)  0.107
H (-1.80500, 0.77461, -4.51249)  0.108
H (-1.59685, -0.45915, -6.92608)  0.055
H (-3.19382, -1.24006, -7.23294)  0.106
H (-2.21153, -1.37321, -5.71053)  0.080
C (2.60473, 2.81102, 6.79631)  -0.019
C (1.44957, 1.88220, 7.13654)  -0.246
C (0.64502, 1.43662, 5.85573)  -0.060
O (1.45843, 0.31890, 5.22073)  -0.210
C (1.29978, 0.25223, 3.83647)  -0.129
N (2.06204, 0.62326, 7.77116)  0.242
H (2.95922, 0.37859, 7.37708)  0.163
H (2.28070, 0.85128, 8.73048)  0.176
H (1.41476, -0.15170, 7.74738)  0.160
H (2.14486, 3.71799, 6.40384)  0.068
H (3.21378, 2.38057, 6.00140)  0.077
H (3.24363, 2.95123, 7.66823)  0.107
H (0.80940, 2.35586, 7.88081)  0.162
H (0.59915, 2.18393, 5.06357)  0.104
H (-0.40070, 1.15332, 5.97536)  0.121
H (0.31283, -0.00373, 3.45111)  0.073
H (1.98744, -0.46963, 3.39588)  0.091
H (1.48321, 1.20765, 3.34490)  0.079
C (-0.80487, 7.86381, -5.71840)  -0.017
C (0.05071, 8.22465, -4.48545)  -0.264
C (0.15681, 7.13582, -3.48030)  -0.194
O (1.01850, 7.59963, -2.43868)  -0.164
C (1.26570, 6.61528, -1.45424)  -0.090
N (1.49297, 8.56177, -4.98652)  0.253
H (1.49233, 9.50841, -5.33865)  0.175
H (2.20965, 8.68066, -4.28485)  0.152
H (1.85152, 7.90011, -5.66011)  0.166
H (-0.84018, 8.71073, -6.40367)  0.102
H (-1.83017, 7.67000, -5.40329)  0.106
H (-0.54809, 6.94785, -6.25056)  0.086
H (-0.44074, 9.10076, -4.06235)  0.170
H (0.51530, 6.25243, -4.00869)  0.134
H (-0.81484, 6.88364, -3.05555)  0.137
H (1.89461, 6.97201, -0.63858)  0.082
H (1.89890, 5.87783, -1.94750)  0.067
H (0.43824, 6.03154, -1.05093)  0.081
C (6.00935, 5.32422, -4.71090)  -0.016
C (5.02441, 4.88285, -3.57407)  -0.256
C (4.95246, 3.32541, -3.46516)  -0.172
O (4.18611, 2.99118, -2.35637)  -0.213
C (3.62303, 1.65614, -2.40483)  -0.043
N (5.58271, 5.49379, -2.33720)  0.235
H (5.60220, 6.50226, -2.38903)  0.173
H (5.04877, 5.40945, -1.48403)  0.160
H (6.53946, 5.21163, -2.17873)  0.180
H (5.83121, 6.37017, -4.96061)  0.091
H (5.83086, 4.75436, -5.62276)  0.098
H (7.06111, 5.08714, -4.55062)  0.100
H (4.06671, 5.36149, -3.77854)  0.145
H (5.84224, 2.75056, -3.20836)  0.128
H (4.48937, 2.73468, -4.25553)  0.128
H (2.90567, 1.35511, -3.16830)  0.075
H (3.27225, 1.33450, -1.42422)  0.080
H (4.45163, 0.97232, -2.58900)  0.074
C (-6.09444, 3.71285, 1.21402)  -0.039
C (-7.45354, 3.80705, 0.45249)  -0.242
C (-8.11990, 5.11512, 0.71056)  -0.221
O (-7.50453, 6.22553, 0.07527)  -0.203
C (-7.93526, 7.60655, 0.38473)  -0.029
N (-7.12365, 3.57203, -1.04852)  0.263
H (-6.12523, 3.68089, -1.15529)  0.086
H (-7.45295, 2.69596, -1.42824)  0.165
H (-7.56073, 4.19681, -1.71088)  0.164
H (-6.28844, 3.70122, 2.28656)  0.079
H (-5.52296, 4.63245, 1.08815)  0.071
H (-5.48911, 2.81988, 1.05827)  0.059
H (-8.20218, 3.08535, 0.77927)  0.156
H (-8.29454, 5.32334, 1.76613)  0.140
H (-9.13362, 5.01833, 0.32183)  0.134
H (-7.22812, 8.31066, -0.05376)  0.087
H (-8.02010, 7.74783, 1.46220)  0.086
H (-8.89811, 7.82398, -0.07760)  0.093
C (5.72382, -9.47109, -3.43635)  -0.019
C (5.04148, -8.14248, -3.83494)  -0.239
C (4.47418, -7.37708, -2.65864)  -0.197
O (4.19448, -6.03276, -2.94979)  -0.189
C (3.74312, -5.32876, -1.82084)  -0.094
N (6.04622, -7.17306, -4.55312)  0.235
H (6.32579, -7.54858, -5.44806)  0.166
H (5.67845, -6.28850, -4.87313)  0.153
H (6.93192, -6.97452, -4.11013)  0.168
H (6.54592, -9.33341, -2.73398)  0.093
H (5.99706, -10.10796, -4.27768)  0.099
H (5.02552, -10.08352, -2.86590)  0.101
H (4.32128, -8.37940, -4.61806)  0.160
H (5.18027, -7.45070, -1.83153)  0.140
H (3.44267, -7.66869, -2.46103)  0.147
H (4.58992, -4.82880, -1.35065)  0.077
H (3.29697, -5.90494, -1.01024)  0.076
H (3.07257, -4.50379, -2.06140)  0.098
C (1.99079, 3.40017, 0.39150)  -0.010
C (2.22153, 3.94455, 1.85024)  -0.253
C (3.50348, 3.36346, 2.50435)  -0.147
O (3.84380, 2.02779, 2.04468)  -0.188
C (4.45953, 1.12516, 2.94719)  -0.082
N (2.01678, 5.45805, 1.97119)  0.260
H (1.06889, 5.74436, 1.77216)  0.082
H (2.38293, 5.75581, 2.86415)  0.159
H (2.58486, 5.95467, 1.29981)  0.141
H (2.71177, 3.88159, -0.26920)  0.059
H (1.03340, 3.63489, -0.07371)  0.069
H (2.11025, 2.31688, 0.37413)  0.071
H (1.39445, 3.52665, 2.42417)  0.115
H (3.33895, 3.36825, 3.58185)  0.109
H (4.38159, 3.99456, 2.36747)  0.130
H (5.43032, 1.50899, 3.26082)  0.100
H (4.59954, 0.16585, 2.44897)  0.092
H (3.96535, 0.96164, 3.90487)  0.063
C (-1.68276, 0.77877, -1.29636)  -0.034
C (-2.12432, 0.51734, 0.13559)  -0.210
C (-1.10935, -0.43099, 0.82994)  -0.149
O (0.25275, -0.01195, 0.68092)  -0.212
C (1.13971, -1.05769, 0.41151)  -0.113
N (-2.20486, 1.89844, 0.87503)  0.270
H (-1.30913, 2.36225, 0.92635)  0.124
H (-2.84841, 2.52745, 0.41644)  0.110
H (-2.57401, 1.79863, 1.80984)  0.072
H (-2.49462, 1.28300, -1.82052)  0.067
H (-1.81814, -0.14504, -1.85881)  0.093
H (-0.70809, 1.24120, -1.45223)  0.085
H (-3.09089, 0.01695, 0.19430)  0.126
H (-1.11731, -1.45678, 0.46147)  0.117
H (-1.27087, -0.55786, 1.90042)  0.092
H (2.09698, -0.56603, 0.23835)  0.076
H (0.90450, -1.57230, -0.52012)  0.082
H (1.32498, -1.86562, 1.11935)  0.083
C (7.49099, -0.01706, -3.53516)  -0.001
C (7.08987, -1.12960, -4.58057)  -0.244
C (5.57675, -1.20000, -4.84245)  -0.122
O (5.11962, 0.07561, -5.43560)  -0.214
C (3.72113, 0.21476, -5.54295)  -0.113
N (7.87644, -0.93605, -5.87813)  0.249
H (7.57467, -1.59864, -6.57815)  0.177
H (7.82022, 0.01736, -6.20666)  0.168
H (8.85186, -1.04311, -5.63895)  0.170
H (8.56642, -0.01671, -3.35746)  0.094
H (6.93740, -0.05445, -2.59695)  0.061
H (7.21402, 0.98637, -3.85843)  0.063
H (7.40272, -2.13798, -4.30961)  0.153
H (5.03268, -1.33879, -3.90820)  0.122
H (5.15753, -1.95813, -5.50396)  0.137
H (3.28765, 1.09921, -6.00979)  0.100
H (3.13789, 0.04706, -4.63750)  0.041
H (3.48414, -0.57763, -6.25290)  0.101
C (-3.01285, 7.09789, 4.24280)  0.038
N (-2.79792, 5.88807, 5.18804)  -0.306
C (-2.23973, 6.43189, 6.52887)  0.045
C (-4.21033, 5.23276, 5.35350)  0.040
C (-1.93771, 4.77999, 4.64952)  -0.064
C (-0.34951, 5.18267, 4.56414)  -0.181
O (0.40624, 5.33828, 5.75721)  -0.093
H (-3.57604, 6.67429, 3.41125)  0.086
H (-2.08293, 7.51153, 3.85262)  0.100
H (-3.70869, 7.80479, 4.69470)  0.118
H (-3.00853, 7.05652, 6.98371)  0.115
H (-1.31101, 6.99525, 6.43828)  0.108
H (-2.09653, 5.52487, 7.11617)  0.106
H (-4.59568, 4.72512, 4.46924)  0.096
H (-4.84305, 6.07164, 5.64337)  0.110
H (-4.12575, 4.47245, 6.12994)  0.101
H (-2.18459, 4.58498, 3.60591)  0.118
H (-2.09004, 3.83750, 5.17544)  0.123
H (-0.19837, 6.12827, 4.04346)  0.100
H (0.07884, 4.30807, 4.07456)  0.087
H (1.34014, 5.40411, 5.54483)  0.071
C (-5.53013, -1.34604, -4.07679)  0.041
N (-5.80106, -2.64140, -3.27720)  -0.309
C (-4.68169, -2.73123, -2.27999)  -0.009
C (-7.10986, -2.59503, -2.55457)  0.009
C (-5.76324, -3.91586, -4.09665)  -0.106
C (-4.85118, -4.02803, -5.27193)  -0.210
O (-3.54488, -3.60659, -4.94203)  -0.097
H (-5.77895, -0.49531, -3.44238)  0.096
H (-6.22337, -1.29514, -4.91640)  0.114
H (-4.47827, -1.30582, -4.35975)  0.082
H (-3.74213, -2.76273, -2.83167)  0.089
H (-4.85060, -3.61621, -1.66648)  0.116
H (-4.70506, -1.93810, -1.53268)  0.083
H (-7.09568, -1.69889, -1.93421)  0.097
H (-7.21979, -3.47589, -1.92203)  0.120
H (-7.92981, -2.53853, -3.27054)  0.112
H (-6.77480, -4.20097, -4.38574)  0.141
H (-5.45910, -4.66755, -3.36827)  0.139
H (-5.23853, -3.42205, -6.09098)  0.124
H (-4.74542, -5.07223, -5.56617)  0.141
H (-3.10930, -4.10599, -4.24745)  0.017
C (5.92221, -4.98171, 5.45952)  0.031
N (4.70367, -4.68076, 4.56161)  -0.313
C (3.50008, -5.07505, 5.40241)  -0.005
C (4.58127, -3.15374, 4.29213)  0.033
C (4.85327, -5.58716, 3.28223)  -0.041
C (3.70009, -5.51084, 2.28022)  -0.239
O (2.84589, -6.50942, 2.64434)  -0.075
H (5.80302, -4.51200, 6.43588)  0.108
H (6.83439, -4.66368, 4.95466)  0.119
H (5.79948, -6.04891, 5.64421)  0.109
H (2.65387, -4.75345, 4.79529)  0.082
H (3.37670, -4.64320, 6.39559)  0.113
H (3.43191, -6.16267, 5.37904)  0.111
H (5.52469, -2.90104, 3.80818)  0.099
H (4.43272, -2.64771, 5.24606)  0.097
H (3.76786, -2.89955, 3.61252)  0.085
H (5.16879, -6.57753, 3.61041)  0.140
H (5.77733, -5.16185, 2.89066)  0.134
H (4.08078, -5.63354, 1.26626)  0.115
H (3.18873, -4.54871, 2.25040)  0.114
H (3.15234, -7.41302, 2.53851)  0.105
C (-0.40711, -8.57493, 3.07915)  0.025
N (-0.62227, -8.53936, 1.52572)  -0.298
C (-2.13613, -8.33740, 1.26034)  0.049
C (0.26699, -7.37444, 0.98640)  0.011
C (-0.11258, -9.92510, 0.96918)  -0.053
C (-0.35178, -10.28312, -0.55571)  -0.169
O (0.32141, -9.36091, -1.43873)  -0.083
H (-0.85461, -7.64123, 3.41982)  0.085
H (0.67460, -8.53962, 3.20857)  0.090
H (-0.87078, -9.45068, 3.53319)  0.112
H (-2.79660, -9.06792, 1.72750)  0.120
H (-2.15244, -8.23268, 0.17551)  0.084
H (-2.30859, -7.38421, 1.76012)  0.088
H (0.07220, -6.42877, 1.49221)  0.092
H (0.11747, -7.31231, -0.09151)  0.089
H (1.31839, -7.64923, 1.07115)  0.074
H (-0.45101, -10.68344, 1.67522)  0.133
H (0.96455, -9.86764, 1.12600)  0.118
H (-1.40016, -10.31898, -0.85187)  0.129
H (0.18125, -11.22649, -0.67409)  0.127
H (-0.05347, -9.51615, -2.30877)  0.098
C (-2.51264, -3.93289, 3.32304)  0.013
N (-2.67876, -3.11646, 4.60652)  -0.295
C (-3.93117, -2.22981, 4.42165)  0.034
C (-3.04187, -4.13231, 5.79630)  0.066
C (-1.48240, -2.24033, 4.91026)  -0.106
C (-0.15281, -2.94191, 5.14861)  -0.252
O (-0.07018, -3.32150, 6.47227)  -0.042
H (-2.43111, -3.25996, 2.46944)  0.089
H (-3.43518, -4.50971, 3.25746)  0.113
H (-1.75227, -4.70993, 3.40141)  0.081
H (-4.76280, -2.81955, 4.03603)  0.124
H (-3.62057, -1.47430, 3.69997)  0.083
H (-4.04046, -1.87112, 5.44512)  0.100
H (-3.03097, -3.48206, 6.67104)  0.105
H (-2.38749, -5.00402, 5.80057)  0.099
H (-4.01000, -4.59857, 5.61348)  0.109
H (-1.74622, -1.52730, 5.69134)  0.134
H (-1.36637, -1.55456, 4.07101)  0.098
H (0.69616, -2.31050, 4.88657)  0.100
H (0.07844, -3.82731, 4.55641)  0.119
H (-0.17100, -2.54698, 7.03043)  0.088
C (1.25170, -1.19074, -3.59200)  -0.038
C (0.89834, -1.19092, -5.10944)  -0.810
O (0.52363, -0.08340, -5.47321)  -0.086
O (1.22868, -2.15272, -5.80568)  -0.014
H (2.24196, -1.62910, -3.46820)  0.052
H (0.54189, -1.81121, -3.04491)  0.064
H (1.30372, -0.19557, -3.15039)  0.037
C (-2.70018, 6.57447, 0.69995)  0.004
C (-1.36253, 6.07210, 1.08529)  -0.798
O (-0.59545, 6.78217, 1.73639)  -0.062
O (-1.05267, 4.88695, 0.80045)  -0.079
H (-3.40288, 5.78706, 0.97254)  0.074
H (-2.81797, 7.00181, -0.29584)  0.095
H (-2.87754, 7.30595, 1.48835)  0.061
C (-4.46535, 1.17613, 5.21816)  0.016
C (-3.44690, 1.49305, 4.07957)  -0.735
O (-2.43486, 0.77867, 3.82430)  -0.102
O (-3.62128, 2.46373, 3.32181)  -0.083
H (-4.90338, 2.07318, 5.65581)  0.065
H (-3.79478, 0.77027, 5.97560)  0.061
H (-5.15607, 0.43293, 4.81985)  0.079
C (-5.58438, -0.39076, 1.39569)  -0.044
C (-5.42873, -1.85349, 1.01196)  -0.765
O (-4.24580, -2.25906, 0.95933)  -0.098
O (-6.49695, -2.54106, 0.80057)  -0.073
H (-6.49404, -0.14801, 1.94496)  0.079
H (-5.63220, 0.17056, 0.46257)  0.056
H (-4.73853, 0.13177, 1.84244)  0.037
C (-1.40900, -4.55266, -0.78572)  -0.028
C (-2.27247, -5.38996, -1.71867)  -0.745
O (-2.51635, -4.96701, -2.87692)  -0.072
O (-2.90550, -6.33145, -1.20996)  -0.049
H (-1.38413, -3.51660, -1.12344)  0.055
H (-0.39624, -4.93504, -0.91300)  0.049
H (-1.60343, -4.70449, 0.27600)  0.048
C (5.50514, -0.81392, -0.26634)  -0.051
C (5.47396, -2.08863, 0.52720)  -0.766
O (4.46870, -2.85055, 0.42230)  -0.102
O (6.52552, -2.43362, 1.16228)  -0.091
H (6.38590, -0.19480, -0.09587)  0.076
H (4.70742, -0.11370, -0.01841)  0.041
H (5.42246, -1.04993, -1.32727)  0.048
C (-2.26563, 4.32209, -2.55355)  -0.021
C (-3.69042, 3.81396, -2.38390)  -0.746
O (-4.12832, 3.50783, -1.24899)  -0.088
O (-4.38174, 3.68742, -3.42153)  -0.049
H (-2.12916, 5.02546, -1.73212)  0.044
H (-2.06055, 4.79976, -3.51160)  0.055
H (-1.52294, 3.54312, -2.38115)  0.060

Force components x, y, z for each atom (eV/Å):
0.5 0.5 0.4
-0.7 -1.7 0.1
-0.5 -0.6 -1.6
-0.1 -0.6 0.4
1.3 1.2 0.3
-0.8 0.1 1.3
-0.5 0.1 -0.5
-0.1 0.0 -0.5
1.0 -0.9 0.6
-0.3 0.3 -0.2
0.5 0.0 0.7
0.6 -0.7 -0.1
-0.4 0.7 0.0
-0.2 0.6 -0.3
0.7 0.1 -0.5
0.0 -0.2 -0.7
-0.1 0.3 0.3
-0.9 -0.1 0.5
-0.3 -0.5 -0.2
-0.1 -0.4 -1.6
1.7 -1.3 -1.0
-1.1 1.3 2.0
-0.3 0.1 -1.6
-0.5 1.1 0.4
0.1 -0.3 -0.8
-0.1 0.0 0.7
0.0 -0.5 0.0
0.3 0.1 0.5
0.0 -0.1 -0.1
-0.1 0.5 0.0
-0.1 -0.3 0.0
0.2 0.6 0.4
0.1 -0.5 0.5
-0.4 -0.2 0.6
0.2 0.0 0.3
0.4 0.3 0.1
-0.1 0.0 0.3
-0.6 -0.2 -1.3
0.2 0.1 0.8
-0.4 0.0 0.0
1.1 -1.1 -0.5
-0.8 0.9 0.8
-0.3 0.4 -1.1
-0.1 -0.6 1.1
-0.2 -0.1 -0.6
0.0 -0.1 -0.1
0.0 0.3 0.2
0.6 0.1 0.0
0.8 0.3 0.1
0.4 -0.5 0.3
-0.2 0.1 -0.2
-0.4 0.8 -0.1
0.2 -0.6 -0.1
-0.6 0.5 0.0
-0.8 -0.6 -0.2
1.5 -1.2 -2.1
-0.6 -0.8 0.9
-2.7 0.1 1.7
1.4 -0.7 0.5
-0.4 0.6 0.7
0.3 0.7 -0.8
-0.4 -1.2 0.4
0.5 -0.4 0.2
0.4 0.0 0.1
-0.5 0.0 0.0
0.0 0.4 0.6
-0.2 -0.4 0.3
1.3 0.9 -0.9
0.3 1.1 -1.2
-0.4 1.2 -0.2
-0.2 0.6 0.0
0.4 -0.2 -0.1
-0.8 0.0 0.6
1.8 -0.2 0.3
-1.7 2.1 -0.9
0.9 0.5 -0.1
-0.4 -1.4 -0.2
-1.4 0.5 0.7
1.5 -0.3 -0.5
0.4 -0.8 0.5
-0.2 1.1 0.2
-0.4 -0.1 0.1
0.1 -0.2 -0.6
-0.1 0.1 -0.5
0.4 -0.4 -0.2
0.5 -0.4 0.4
-0.4 0.1 -0.2
0.2 -0.4 0.1
0.1 0.0 0.0
-0.1 -0.2 0.1
-0.3 0.4 0.3
0.7 -0.1 -0.4
-1.1 0.3 -0.1
0.6 0.6 -1.2
0.7 1.5 1.0
0.1 -0.7 -0.9
0.2 -1.0 -0.4
-1.0 0.6 0.7
0.2 -0.1 0.9
0.3 0.2 -0.3
0.2 0.3 -0.1
-0.4 0.2 -0.1
-0.2 0.4 0.1
-0.2 -0.2 0.4
0.4 -1.6 0.7
0.2 0.0 0.2
-0.3 -0.6 -0.4
-0.2 -0.4 -0.5
0.4 1.1 0.4
-1.4 -1.9 -1.3
0.9 -0.4 0.2
-1.5 1.2 -0.2
0.9 0.5 0.6
2.6 -1.9 -0.3
-2.4 0.6 0.2
-0.5 0.4 0.5
0.3 0.1 -0.4
0.5 -0.3 -0.2
-0.3 0.2 0.7
0.2 0.2 0.2
-0.2 0.2 0.1
0.0 -0.2 0.3
0.1 0.3 -0.3
0.4 0.0 -0.3
-0.1 0.2 -0.2
-0.8 0.1 -0.1
-1.7 -0.6 -0.6
1.7 0.4 0.4
0.5 -0.2 0.5
-0.6 0.6 0.5
1.2 0.1 -1.3
0.1 -2.0 -0.9
0.3 0.2 -0.1
-0.5 0.6 -0.9
-0.3 -0.1 1.4
0.2 1.1 0.2
0.9 -0.5 0.2
-0.1 -0.2 0.2
-0.1 0.3 0.1
-0.9 0.1 -0.6
-0.6 0.4 0.2
0.2 -0.2 0.1
-0.3 0.0 -0.2
-0.5 0.2 0.8
-0.2 -0.3 -0.9
-0.9 0.5 0.4
-1.5 2.2 -0.8
2.3 0.5 1.4
-1.1 -2.0 -1.1
-0.3 0.6 1.3
0.1 -0.1 -0.5
-0.6 0.4 -0.5
0.6 -0.5 -0.2
-0.1 -0.2 0.2
0.2 -0.9 0.0
0.1 -0.1 -0.8
0.0 0.1 0.6
0.3 -0.1 0.4
0.7 -0.6 -0.2
1.1 0.6 0.0
0.5 -0.2 0.1
-1.0 -0.1 0.1
-0.4 -1.6 -0.4
-0.7 0.5 -0.1
-1.1 -1.1 -0.4
0.8 1.0 0.9
3.1 1.6 -0.4
-1.1 -0.4 0.1
-0.7 -0.5 1.4
0.2 0.0 -0.2
0.0 0.0 0.4
0.5 0.1 0.4
0.0 -0.1 -0.1
-0.2 -0.3 -0.5
0.2 0.3 0.3
0.6 0.3 -0.4
-0.2 -0.4 0.2
0.0 0.3 0.2
-0.3 0.1 0.0
-0.1 0.3 0.3
-0.5 -0.4 -0.8
-0.2 0.1 -0.8
-0.1 0.3 -0.1
-0.9 -0.7 0.4
0.9 1.0 -0.5
-0.1 -0.2 0.7
0.0 0.5 0.0
-0.7 -1.2 0.8
1.3 0.3 0.4
-0.1 1.8 -1.3
0.1 -0.2 0.2
0.3 -0.2 -0.2
-0.3 -0.3 -0.2
-0.2 -0.2 0.3
0.3 -0.2 -0.3
-0.2 0.4 -0.4
-0.1 -0.2 0.1
0.2 0.1 0.0
0.1 0.0 -0.1
-0.1 0.4 -0.1
0.0 -0.1 0.1
0.3 0.0 -0.2
-0.8 -0.1 -0.2
0.1 -1.1 0.7
-1.1 0.0 -0.5
-0.5 0.4 1.7
-0.8 -0.5 -2.0
1.0 -1.4 -0.4
1.4 2.8 0.3
2.0 -0.1 0.3
-3.1 -1.2 0.5
0.0 0.4 -0.3
-0.1 -0.3 0.1
0.7 0.0 -0.1
-0.2 0.0 0.2
0.8 0.0 -0.1
0.2 0.1 0.5
-0.1 0.4 0.0
0.2 -0.2 0.0
0.0 -0.5 0.0
-0.7 -0.1 0.2
0.0 0.2 -0.5
0.3 0.1 0.0
0.0 0.0 0.2
0.6 0.2 -0.2
0.1 0.5 -1.9
0.3 -1.1 1.2
1.9 1.1 -0.2
-0.7 -1.3 -0.7
0.2 1.3 -0.8
0.7 0.9 0.8
-0.1 0.1 1.0
0.1 -0.2 0.3
-0.2 -0.2 0.3
0.0 0.1 -0.2
0.5 -0.4 -0.3
-0.9 0.1 0.1
-0.4 0.1 -0.5
-0.3 -0.3 0.0
-0.5 0.2 0.1
-0.3 -0.2 0.5
-0.5 -0.1 -0.4
0.1 0.0 -0.1
0.0 -0.4 0.4
-0.6 -0.4 0.2
0.0 0.1 -0.2
-0.7 0.0 0.8
-0.8 -2.1 0.2
1.7 -0.4 0.3
0.4 1.0 -1.4
-0.1 0.1 -1.6
-0.1 0.3 -0.3
0.5 -0.8 1.5
0.0 -0.1 0.0
-0.2 0.3 -0.4
0.5 0.5 0.2
0.1 0.0 0.2
-0.4 0.2 0.2
-0.7 0.5 -0.4
0.0 -0.6 0.2
0.7 0.6 0.2
-0.3 0.7 -0.2
0.0 -0.4 0.5
-0.3 -0.2 -0.4
-0.2 0.7 -0.1
-0.8 -0.2 -0.2
-0.1 -0.1 0.1
0.1 -0.9 0.1
2.3 -1.4 1.1
-1.8 3.6 -1.6
-0.3 -0.3 0.3
0.0 -0.4 0.1
0.0 0.0 0.2
-0.4 0.1 -0.1
-0.8 0.4 1.6
0.4 -1.9 -0.9
1.8 1.7 1.2
0.3 -1.1 -0.5
-0.2 -0.2 -0.9
0.0 -0.3 0.2
-0.3 0.7 -0.6
2.2 0.1 -0.6
0.4 0.2 -1.1
0.3 -1.5 1.5
-1.4 1.7 -0.1
-0.4 -0.2 -0.5
-0.5 -0.5 0.3
-0.2 0.2 0.4
-0.4 1.2 -0.4
-2.3 -1.7 0.4
1.1 -0.2 -0.1
2.4 1.8 0.2
0.0 -0.2 0.0
-0.5 0.1 -0.5
0.3 -0.6 0.6
1.3 -0.3 -0.5
-2.8 0.4 0.0
1.2 0.5 -0.2
0.8 -1.0 0.8
-0.2 0.1 0.3
0.5 0.1 -0.1
-0.6 0.2 -0.1
0.0 1.3 -0.2
1.5 -2.8 1.1
-0.5 0.9 0.0
-1.2 1.2 -0.4
0.4 -0.5 0.0
-0.6 -0.3 0.0
-0.1 0.0 -0.1
0.2 0.4 0.9
-1.3 -0.7 -1.9
0.4 0.0 1.5
0.5 0.3 0.0
0.3 0.2 0.0
-0.3 -0.1 -0.1
-0.1 -0.3 0.0